# 1
A structure of composition C56H29BaBrCl2N12O2. Source: the OMol25 dataset; level of theory: ωB97M-V with the def2-TZVPD basis set.

Structure (XYZ):
```
103
Properties=species:S:1:pos:R:3:mulliken_charge:R:1
Ba -0.93872 -0.88539 0.17409 3.192
C -0.50028 4.57689 -3.64908 -0.691
C -0.11901 5.21800 -2.45265 -0.676
C -0.37038 4.62946 -1.21840 0.174
C -0.99444 3.39010 -1.20791 0.247
C -1.37049 2.46190 -0.11458 -0.027
N -1.90320 1.33571 -0.64695 -1.051
C -1.98814 1.46730 -1.99122 -0.053
N -2.67238 0.66638 -2.83910 -0.504
C -3.22945 -0.50374 -2.47283 -0.521
C -4.39868 -1.07383 -3.18826 0.209
C -5.15656 -0.61622 -4.26324 -0.164
C -6.29765 -1.33068 -4.60800 -0.546
C -6.68140 -2.47271 -3.87657 -0.529
C -5.92345 -2.91278 -2.79826 -0.230
C -4.77287 -2.20199 -2.47423 -0.017
C -3.81770 -2.31108 -1.34522 -0.286
N -3.93887 -3.25620 -0.39360 -0.654
C -3.41205 -3.13156 0.84236 -0.098
N -2.84160 -2.03199 1.36463 -0.405
C -2.68515 -2.18628 2.69915 -0.113
N -2.34404 -1.24492 3.60310 -0.567
C -2.00161 0.02740 3.29424 -0.195
N -1.67361 0.54981 2.08787 -0.098
C -1.53190 1.89274 2.18452 -0.808
N -1.27797 2.77470 1.19406 -0.340
C -1.74703 2.29359 3.58893 0.241
C -1.77477 3.53803 4.21862 -0.104
C -2.08460 3.57625 5.57157 -0.602
C -2.37383 2.39090 6.28005 -0.563
C -2.36244 1.15820 5.64157 -0.054
C -2.03766 1.12572 4.28633 -0.088
C -3.13973 -3.54662 3.08516 -0.216
C -3.15049 -4.23208 4.29111 0.025
C -3.62347 -5.54168 4.28938 -0.602
C -4.08718 -6.14164 3.10219 -0.577
C -4.07788 -5.44078 1.90118 -0.128
C -3.59219 -4.14162 1.91303 0.418
N -2.94087 -1.28775 -1.40722 0.143
C -1.37234 2.75939 -2.39053 0.091
C -1.13820 3.34552 -3.62620 0.308
H -0.27765 5.04787 -4.59945 0.381
H 0.38772 6.17661 -2.50121 0.387
H -0.07273 5.10271 -0.28782 0.522
H -4.86058 0.28030 -4.79963 0.508
H -6.91283 -0.99721 -5.43694 0.376
H -7.58492 -3.00412 -4.15187 0.370
H -6.21675 -3.77716 -2.21129 0.503
H -1.56387 4.44440 3.65590 0.520
H -2.11558 4.52863 6.09130 0.379
H -2.61459 2.44732 7.33615 0.373
H -2.60243 0.23950 6.16997 0.523
H -2.77792 -3.75953 5.19582 0.484
H -3.62002 -6.11740 5.20931 0.374
H -4.44524 -7.16540 3.12546 0.371
H -4.42616 -5.89210 0.97717 0.498
H -1.43004 2.83942 -4.53989 0.477
Br 8.58430 2.43587 0.99110 -0.241
C 7.28528 2.82736 -0.33535 0.033
C 6.93593 4.13692 -0.59354 -0.499
C 5.99816 4.40560 -1.59090 -0.188
C 5.38832 3.38926 -2.30728 0.012
C 5.74842 2.07845 -2.02739 0.066
C 6.70043 1.79600 -1.04677 -0.424
N 4.57678 3.80104 -3.44088 -1.064
N 3.54748 3.16345 -3.83622 -0.154
C 2.67660 2.30591 -3.12221 -0.028
C 1.97223 1.47860 -4.00494 -0.012
C 1.14463 0.44406 -3.62692 -1.069
C 0.89880 0.18009 -2.25754 -0.347
O 0.17059 -0.77463 -1.86144 -1.000
C 1.52964 1.12598 -1.27032 0.407
N 1.20283 0.93297 0.04763 0.793
C 1.69259 1.76697 0.94087 -0.792
C 2.42944 2.90989 0.58610 -1.506
C 2.73383 3.12344 -0.72638 -0.487
C 2.37242 2.17726 -1.70981 1.415
H 7.38776 4.94182 -0.02917 0.403
H 5.71501 5.42932 -1.81548 0.412
H 5.28845 1.27045 -2.58539 0.326
H 6.97338 0.77687 -0.82752 0.364
H 2.16294 1.66690 -5.05847 0.394
H 0.64274 -0.18455 -4.35311 0.418
H 1.45004 1.56187 1.98268 0.546
H 2.71484 3.62749 1.34725 0.429
H 3.23276 4.03398 -1.01987 0.692
Cl -0.21075 -5.15543 2.65437 -0.134
C 1.28296 -4.55539 1.98640 0.601
C 2.42996 -5.36214 2.15844 -0.667
C 3.62843 -4.99904 1.65637 0.562
Cl 5.02750 -6.06113 1.87258 -0.323
C 3.75015 -3.77486 0.94118 0.391
C 4.95346 -3.33025 0.35618 -0.858
C 4.98409 -2.15482 -0.31739 -1.014
C 3.80058 -1.38410 -0.40271 0.059
N 2.66329 -1.76287 0.11867 0.130
C 2.60649 -2.95659 0.78728 -0.292
C 1.28402 -3.33956 1.30691 -0.996
O 0.24313 -2.59592 1.10883 -0.615
H 2.33393 -6.29770 2.70018 0.424
H 5.84126 -3.94078 0.44910 0.380
H 5.89681 -1.81252 -0.78555 0.435
H 3.80597 -0.42583 -0.92163 0.434
```

Its highest occupied orbital energy is -1.45 eV. As for the gap between HOMO and LUMO: 4.8 eV. The calculation puts the molecular weight at 1190.068 g mol⁻¹. As for the charge: -2. The value obtained for the relative energy (zero: lowest compared OMol25 entry of this formula, charge and spin) is 42.4 kcal/mol. The calculation puts the LUMO energy at 0.122 hartree.

***

# 2
A structure of composition C12H17BMnN6O2. Source: the OMol25 dataset; level of theory: ωB97M-V with the def2-TZVPD basis set.

Structure (XYZ):
```
39
Properties=species:S:1:pos:R:3:lowdin_spin:R:1
H 3.06712 -2.04405 0.14578 0.000
N 1.06547 -1.44347 -0.25216 0.022
B -1.44438 -1.45857 -0.70257 0.004
N -0.07100 -2.16542 -0.55098 0.001
C 0.20632 -3.48460 -0.55124 0.000
Mn 0.00601 1.43971 0.03126 4.213
H -0.56784 -4.20655 -0.75657 0.000
C 1.55890 -3.64266 -0.25714 0.000
H 2.11838 -4.55201 -0.17152 0.000
C 2.05561 -2.34292 -0.07998 0.002
H -2.28234 -2.25718 -1.00791 0.000
C -1.14481 2.92631 0.24294 0.116
H -0.40809 3.75022 0.18740 0.030
H -1.63289 2.91766 1.22330 0.022
H -1.86489 3.00916 -0.58098 0.018
N -1.31086 -0.31586 -1.73099 0.042
N -1.75012 -0.81555 0.67041 0.018
N -0.58137 0.85244 -1.46728 0.049
N -0.99492 0.25017 1.13316 0.056
C -1.90901 -0.19738 -2.91834 0.075
C -2.65047 -1.16228 1.60016 0.029
H -2.53095 -1.00426 -3.27215 0.006
H -3.33587 -1.96820 1.39798 0.003
C -1.56766 1.02744 -3.48887 0.020
C -2.48621 -0.33206 2.70814 0.009
C -0.72859 1.65903 -2.57770 0.102
C -1.43440 0.53131 2.39506 0.040
H -1.89597 1.40919 -4.43678 0.000
H -3.05730 -0.34470 3.61533 0.000
H -0.27767 2.64014 -2.61521 0.009
H -1.00128 1.34613 2.95451 0.003
H 2.19879 -0.17103 -0.28326 0.005
C 4.04216 1.62625 1.70219 0.003
C 2.84311 1.24702 0.90802 0.024
O 3.06107 0.32804 -0.01493 0.012
O 1.72654 1.79206 1.10205 0.065
H 4.91427 1.12079 1.28822 0.000
H 3.89239 1.32543 2.74389 0.001
H 4.17273 2.71023 1.66678 0.001
```

Its highest occupied orbital energy (spin up / spin down) is -5.49 / -8.21 eV. As for the gap between HOMO and LUMO (spin up / spin down): 6.1 / 8.8 eV. The calculation puts the molecular weight at 343.058 g mol⁻¹. The value obtained for the relative energy (zero: lowest compared OMol25 entry of this formula, charge and spin) is 24.9 kcal/mol. The spin multiplicity is 6. The calculation puts the LUMO energy (spin up / spin down) at 0.024 / 0.021 hartree.

***

# 3
A cluster of 2 separate species, ClH4N2P in total. Source: the OMol25 dataset; level of theory: ωB97M-V with the def2-TZVPD basis set.

Structure (XYZ):
```
8
Properties=species:S:1:pos:R:3:mulliken_charge:R:1
N 0.06477 0.64920 1.18755 -0.128
N -0.43146 -0.55605 1.09899 -0.529
P 0.01810 -1.07883 -1.71799 0.036
Cl 0.71426 0.77716 -1.50782 -0.191
H -0.38492 1.51322 0.89263 0.277
H 1.05268 0.66777 1.23451 0.239
H 0.18053 -1.28608 0.99191 0.245
H -1.21396 -0.68638 -2.17977 0.051
```

Its highest occupied orbital energy (spin up / spin down) is -7.79 / -7.99 eV. As for the gap between HOMO and LUMO (spin up / spin down): 7.1 / 8.7 eV. The calculation puts the molecular weight at 98.473 g mol⁻¹. The value obtained for the relative energy (zero: lowest compared OMol25 entry of this formula, charge and spin) is 98.6 kcal/mol. The calculation puts the LUMO energy (spin up / spin down) at -0.024 / 0.025 hartree.

***

# 4
A structure of composition C35H45BFHfN7O3S3. Source: the OMol25 dataset; level of theory: ωB97M-V with the def2-TZVPD basis set.

Structure (XYZ):
```
96
Properties=species:S:1:pos:R:3:mulliken_charge:R:1
Hf 0.08853 0.03662 0.14348 1.013
C 3.54488 -2.36758 -2.65669 -1.829
C 3.35376 -0.84280 -2.68716 1.205
C 4.52743 -0.18243 -3.39998 -2.186
C 2.15952 -0.48068 -3.62179 -1.186
N 3.27128 -0.21218 -1.31687 0.538
C 3.82302 0.99951 -0.92121 -0.439
C 3.29935 1.35883 0.26003 -1.453
N 2.48043 0.26437 0.71673 0.743
B 2.33933 0.21947 2.32131 -0.470
N 2.14657 1.66756 2.81604 1.027
C 3.09308 2.18625 3.73608 -0.973
C 2.84151 3.49228 3.73918 -0.657
N 1.78744 3.80666 2.91549 0.774
C 1.35151 2.65877 2.39186 0.337
S 0.08344 2.37087 1.19303 -0.430
C 1.15119 5.17031 2.99962 0.965
C 0.43557 5.47783 1.64350 -1.743
C 2.20123 6.27925 3.19334 -1.823
C 0.20231 5.14551 4.19002 -1.412
N 1.24998 -0.64853 3.08709 0.530
C 1.77471 -1.21257 4.19602 -0.888
C 0.81495 -1.49414 5.09760 -0.539
N -0.38576 -1.16387 4.49444 0.474
C -0.12354 -0.69143 3.25792 0.222
S -1.38395 -0.54789 2.11120 -0.101
C -1.75062 -1.45682 5.10232 0.951
C -1.52702 -1.39738 6.63831 -1.688
C -2.80399 -0.36218 4.72262 -1.786
C -2.30190 -2.80869 4.69413 -1.372
C 2.60250 -0.69210 -0.25374 0.732
S 1.57127 -2.02734 -0.13068 -0.480
H 3.84979 -2.66774 -3.69395 0.457
H 2.63052 -2.95245 -2.44675 0.413
H 4.31327 -2.73291 -2.01435 0.438
H 4.69813 -0.75092 -4.28632 0.491
H 5.41630 -0.12231 -2.81266 0.525
H 4.27842 0.80269 -3.78019 0.510
H 2.41737 -0.97872 -4.59052 0.504
H 2.24443 0.62496 -3.63454 0.554
H 1.18141 -0.81783 -3.31482 -0.071
H 4.47100 1.67822 -1.57525 0.401
H 3.48929 2.15035 0.92006 0.681
H 3.34689 -0.22282 2.71492 -0.205
H 3.93508 1.59696 4.01675 0.522
H 3.24235 4.27426 4.38105 0.505
H 1.08102 5.49301 0.79140 0.431
H 0.05085 6.49526 1.67122 0.517
H -0.33183 4.71586 1.43449 0.493
H 3.05253 6.13548 2.52115 0.407
H 2.53941 6.36302 4.20024 0.491
H 1.71097 7.22411 2.92093 0.469
H -0.50756 4.25234 4.12769 0.227
H -0.32419 6.10195 4.20407 0.474
H 0.78593 5.14176 5.09505 0.392
H 2.85875 -1.38803 4.27090 0.566
H 0.87222 -2.17462 5.93980 0.400
H -1.22708 -0.40658 6.97102 0.445
H -0.76463 -2.05630 7.04746 0.422
H -2.48632 -1.54603 7.16118 0.445
H -2.45051 0.64167 4.71140 0.307
H -3.49182 -0.45460 5.58818 0.527
H -3.35526 -0.68529 3.87176 0.523
H -1.59907 -3.64038 4.95100 0.325
H -2.40598 -2.87009 3.60521 0.306
H -3.27799 -2.93478 5.16802 0.420
C -4.04610 -0.03708 -6.47175 -1.883
C -3.84416 -1.37094 -5.72014 0.563
C -3.47154 -2.55213 -6.58916 -0.988
C -3.46481 -3.87863 -5.77057 -1.013
C -3.04690 -3.66229 -4.28150 0.791
C -2.88293 -4.74133 -3.43911 -0.700
C -2.52393 -4.56059 -2.07610 0.097
F -2.38661 -5.61495 -1.32913 -0.310
C -2.34838 -3.28385 -1.54507 -0.837
C -2.38392 -2.23118 -2.42747 0.751
C -1.85403 -0.99949 -1.94900 0.953
O -1.54017 -0.93848 -0.70305 -0.901
C -1.54522 -0.04720 -2.97972 -0.177
C -2.23733 -0.14765 -4.22063 -0.136
N -2.95713 -1.21289 -4.52676 0.286
C -2.82361 -2.37139 -3.75400 -0.682
C -0.53190 1.01963 -2.74094 -0.137
O -0.14114 1.67262 -3.65009 -0.637
O 0.00036 1.04873 -1.54145 -0.337
H -4.77099 -0.17487 -7.27077 0.401
H -3.16719 0.25851 -6.98822 0.495
H -4.32281 0.82083 -5.83364 0.434
H -4.81833 -1.61249 -5.27140 0.168
H -2.51975 -2.41440 -7.12131 0.335
H -4.19268 -2.64128 -7.41445 0.419
H -2.85236 -4.64375 -6.24369 0.497
H -4.46662 -4.28222 -5.66725 0.449
H -2.90720 -5.75050 -3.85240 0.523
H -1.98586 -3.12516 -0.48641 0.527
H -2.12844 0.63949 -4.94364 0.683
```

Its highest occupied orbital energy is -12.81 eV. As for the gap between HOMO and LUMO: 7.4 eV. The calculation puts the molecular weight at 916.292 g mol⁻¹. As for the charge: +2. The calculation puts the LUMO energy at -0.200 hartree.

***

# 5
The ion C7H7N2OS with charge +1. Source: the OMol25 dataset; level of theory: ωB97M-V with the def2-TZVPD basis set.

Structure (XYZ):
```
18
Properties=species:S:1:pos:R:3:mulliken_charge:R:1
C 0.65177 -2.12639 -1.01917 -0.959
C 0.00141 -3.21113 -0.50992 -0.212
C 0.21105 -0.94256 -0.38920 0.472
C -0.76928 -1.18321 0.57410 0.185
C 0.47976 0.45808 -0.42117 0.535
C -1.18491 0.08387 1.19818 0.437
C -0.48769 2.46950 0.91204 -0.926
N -0.38084 1.07298 0.57392 0.023
N 1.32320 1.10871 -1.17727 -0.282
O -1.99367 0.32330 2.04052 -0.490
S -1.15005 -2.82410 0.71659 -0.052
H 1.38745 -2.17519 -1.79998 0.336
H 0.14132 -4.23903 -0.78537 0.464
H -0.61691 2.54389 1.99270 0.330
H 0.40516 3.01683 0.62012 0.358
H -1.36239 2.91464 0.43334 0.321
H 1.87322 0.60385 -1.85811 0.244
H 1.47138 2.10596 -1.10131 0.217
```

Its highest occupied orbital energy is -13.57 eV. As for the gap between HOMO and LUMO: 8.2 eV. The calculation puts the molecular weight at 167.213 g mol⁻¹. As for the charge: +1. The value obtained for the relative energy (zero: lowest compared OMol25 entry of this formula, charge and spin) is 0.0 kcal/mol. The calculation puts the LUMO energy at -0.197 hartree.

***

# 6
A cluster of 2 separate species, C2H7NS in total. Source: the OMol25 dataset; level of theory: ωB97M-V with the def2-TZVPD basis set.

Structure (XYZ):
```
11
Properties=species:S:1:pos:R:3:mulliken_charge:R:1
C -1.52663 -0.09936 1.36689 -0.261
N -0.43389 0.23018 0.86847 -0.161
C 0.51860 1.07424 1.57104 -0.823
H -1.82790 0.23221 2.36091 0.241
H -2.18390 -0.73478 0.78254 0.270
H 0.61010 2.01825 1.03755 0.298
H 1.48850 0.58382 1.53305 0.273
H 0.24015 1.26033 2.60480 0.309
S 0.52035 -0.55874 -1.79477 -0.499
H -0.01596 -0.18210 -0.43669 0.257
H 1.47409 -1.33384 -1.24289 0.096
```

Its highest occupied orbital energy is -8.22 eV. As for the gap between HOMO and LUMO: 8.9 eV. The SMILES is C=NC.S. The calculation puts the molecular weight at 77.152 g mol⁻¹. The value obtained for the relative energy (zero: lowest compared OMol25 entry of this formula, charge and spin) is 27.0 kcal/mol. The calculation puts the LUMO energy at 0.026 hartree.

***

Q: Which formula does entry 2 have?
A: C12H17BMnN6O2

***

Q: The highest molecular weight belongs to which entry?
A: C56H29BaBrCl2N12O2

***

Copy entry 3 word for word.
A cluster of 2 separate species, ClH4N2P in total. Source: the OMol25 dataset; level of theory: ωB97M-V with the def2-TZVPD basis set.

Structure (XYZ):
```
8
Properties=species:S:1:pos:R:3:mulliken_charge:R:1
N 0.06477 0.64920 1.18755 -0.128
N -0.43146 -0.55605 1.09899 -0.529
P 0.01810 -1.07883 -1.71799 0.036
Cl 0.71426 0.77716 -1.50782 -0.191
H -0.38492 1.51322 0.89263 0.277
H 1.05268 0.66777 1.23451 0.239
H 0.18053 -1.28608 0.99191 0.245
H -1.21396 -0.68638 -2.17977 0.051
```

Its highest occupied orbital energy (spin up / spin down) is -7.79 / -7.99 eV. As for the gap between HOMO and LUMO (spin up / spin down): 7.1 / 8.7 eV. The calculation puts the molecular weight at 98.473 g mol⁻¹. The value obtained for the relative energy (zero: lowest compared OMol25 entry of this formula, charge and spin) is 98.6 kcal/mol. The calculation puts the LUMO energy (spin up / spin down) at -0.024 / 0.025 hartree.

***

Q: Which of these has the lowest molecular weight?
A: C2H7NS